This record from OMol25 describes a molecular structure, C6H4CuN5O5 in a non-equilibrium geometry. The level of theory is ωB97M-V/def2-TZVPD.

- net charge = +1
- multiplicity = 2
- <S²> = 0.754
- ΔE to the lowest compared entry with this formula, charge and spin (kcal/mol) = 1.9
- HOMO-LUMO gap (spin up / spin down) (eV) = 8.6 / 8.7

XYZ file:
```
21
C6H4CuN5O5 ωB97M-V/def2-TZVPD
O 0.818 3.206 -2.743
C 0.659 2.623 -1.774
Cu -1.210 -1.358 0.059
O 0.146 1.885 1.533
C -0.164 0.893 1.055
C -0.117 -1.749 -1.504
O 0.212 -2.844 -1.855
C 1.738 -0.784 0.146
O 2.795 -0.410 0.376
C -2.414 -0.172 -0.645
O -3.262 0.528 -1.002
H -0.011 -0.729 -2.017
N 1.728 -1.835 4.506
N 0.682 -1.996 3.618
N -0.113 -3.064 3.706
C -0.854 -2.925 2.588
N -0.470 -1.877 1.856
N 0.587 -1.303 2.475
H 1.964 -0.852 4.568
H 1.472 -2.243 5.406
H -1.660 -3.595 2.327
```

This record from OMol25 describes a molecular structure, C22H32Br48ClFO2P2 in a non-equilibrium geometry. The level of theory is ωB97M-V/def2-TZVPD.

- net charge = 0
- multiplicity = 1
- HOMO-LUMO gap (eV) = 6.7

XYZ file:
```
108
C22H32Br48ClFO2P2 ωB97M-V/def2-TZVPD
C 1.782 -3.445 0.473
C 0.292 -3.841 0.485
C -0.547 -3.098 -0.556
F 0.314 -2.715 -1.615
P -1.356 -1.442 0.081
C -3.044 -1.847 -0.576
C -3.841 -2.603 0.514
C -3.957 -4.115 0.241
Cl -5.476 -1.912 0.780
P -1.985 0.632 0.919
O -1.440 0.573 2.493
O -3.628 0.692 1.084
H 2.165 -3.540 1.491
H 2.334 -4.134 -0.158
H 1.933 -2.417 0.154
H -0.122 -3.768 1.490
H 0.252 -4.901 0.222
H -1.250 -3.801 -1.003
H -0.440 -0.725 -0.747
H -0.974 -1.813 1.424
H -2.947 -2.519 -1.427
H -3.570 -0.969 -0.945
H -3.314 -2.515 1.464
H -3.309 -4.670 0.920
H -3.700 -4.354 -0.788
H -4.974 -4.432 0.450
H -1.806 -0.219 2.926
H -3.944 0.453 1.965
C 4.584 -0.061 -1.570
Br 5.185 0.573 0.141
Br 5.954 -1.070 -2.472
Br 2.951 -1.067 -1.427
H 4.378 0.807 -2.179
C 1.850 1.591 3.144
Br 2.799 2.976 2.209
Br 1.834 -0.045 2.130
Br 2.570 1.322 4.911
H 0.824 1.916 3.250
C 4.053 -0.618 8.358
Br 4.996 0.766 7.410
Br 4.001 -2.256 7.347
Br 4.767 -0.890 10.121
H 3.031 -0.287 8.474
C -5.214 2.015 -2.602
Br -5.596 2.690 -0.845
Br -3.334 1.677 -2.849
Br -6.264 0.454 -3.006
H -5.495 2.782 -3.310
C -0.806 4.392 -4.924
Br 0.504 5.488 -5.819
Br -0.034 2.798 -4.179
Br -1.813 5.352 -3.597
H -1.508 4.071 -5.682
C -7.275 -7.309 0.484
Br -6.466 -7.100 -1.252
Br -6.375 -8.647 1.525
Br -7.380 -5.632 1.415
H -8.287 -7.653 0.324
C 0.497 -2.391 5.213
Br -0.904 -2.381 3.892
Br 0.192 -1.006 6.505
Br 0.728 -4.119 6.013
H 1.416 -2.144 4.695
C -2.590 -2.966 8.212
Br -4.046 -2.374 7.103
Br -2.683 -2.208 9.975
Br -2.469 -4.882 8.263
H -1.679 -2.603 7.757
C -2.749 7.424 -6.800
Br -1.520 8.366 -5.674
Br -4.572 7.804 -6.339
Br -2.392 7.710 -8.667
H -2.598 6.371 -6.606
C 6.830 4.242 5.784
Br 5.230 4.429 6.829
Br 8.396 4.127 6.899
Br 6.709 2.751 4.576
H 6.929 5.135 5.184
C 7.022 -3.949 -0.231
Br 7.594 -3.278 1.477
Br 8.399 -4.982 -1.090
Br 5.378 -4.936 -0.089
H 6.824 -3.094 -0.859
C 8.763 7.901 8.496
Br 8.553 7.940 10.406
Br 7.191 8.549 7.598
Br 10.341 8.844 7.933
H 8.887 6.866 8.208
C -4.464 -10.580 -2.470
Br -3.146 -9.291 -1.919
Br -3.732 -11.856 -3.708
Br -5.280 -11.443 -0.960
H -5.243 -10.040 -2.988
C 5.468 -0.929 -6.325
Br 5.285 -2.763 -5.783
Br 7.267 -0.293 -6.079
Br 4.864 -0.659 -8.130
H 4.829 -0.341 -5.682
C -6.559 4.207 -7.125
Br -5.265 4.191 -5.695
Br -7.633 2.615 -7.113
Br -7.646 5.795 -7.107
H -6.004 4.213 -8.052
C -0.581 10.913 -10.538
Br 0.120 12.417 -11.510
Br -0.538 9.307 -11.598
Br 0.315 10.673 -8.855
H -1.618 11.126 -10.322
```

| no. | calculated total energy (eV) | M (g/mol) |
| --- | --- | --- |
| 1 | -68602.749 | 289.67 |
| 2 | -3423278.123 | 4280.29 |